(1)
{"formula": "C43H83Cl9O20S10", "method": "ωB97M-V/def2-TZVPD", "e_tot_ev": -307937.85201, "homo_lumo_gap_ev": 9.600, "spin_multiplicity": 1, "largest_force_ev_per_a": 2.68, "e_homo_ev": -9.489, "total_charge": 0, "symbols": ["S", "S", "O", "C", "H", "H", "O", "H", "H", "O", "H", "C", "H", "Cl", "C", "C", "H", "H", "O", "H", "H", "O", "H", "H", "H", "C", "C", "H", "C", "Cl", "S", "O", "H", "H", "H", "H", "C", "O", "H", "S", "H", "S", "C", "H", "H", "C", "H", "O", "C", "H", "C", "H", "C", "Cl", "Cl", "C", "C", "H", "H", "H", "H", "H", "H", "H", "H", "C", "C", "H", "C", "H", "O", "C", "H", "C", "H", "C", "C", "O", "H", "H", "H", "S", "H", "C", "C", "C", "O", "H", "O", "C", "C", "H", "H", "S", "H", "H", "H", "H", "Cl", "C", "H", "H", "H", "C", "C", "O", "H", "C", "H", "H", "H", "C", "Cl", "H", "H", "O", "H", "Cl", "H", "C", "Cl", "C", "H", "C", "H", "H", "H", "H", "H", "H", "H", "S", "H", "H", "H", "H", "C", "H", "O", "O", "H", "C", "C", "H", "H", "C", "H", "S", "C", "H", "H", "O", "H", "O", "H", "O", "C", "C", "H", "O", "S", "H", "Cl", "C", "H"], "coordinates": [[-3.016, -0.526, 5.802], [5.187, -2.832, -3.000], [2.072, 0.421, 4.701], [-0.742, -2.500, 3.395], [2.640, 5.763, -1.159], [3.246, 0.549, 2.294], [3.244, 1.772, -0.419], [-2.970, -6.871, -2.424], [-1.557, -3.329, -0.901], [4.505, -2.357, -1.819], [-6.036, 0.187, 0.522], [-3.237, 0.534, 7.256], [-2.399, -5.378, -4.300], [-0.996, -0.466, -1.040], [-6.153, -0.849, 0.782], [-5.577, -1.897, -0.149], [1.155, 0.491, -0.945], [-3.002, 2.698, 7.217], [0.520, -5.938, 3.700], [5.121, 3.423, 4.934], [-0.566, 2.609, -3.391], [-6.815, -4.152, 0.434], [2.865, -5.352, -3.214], [5.553, -0.097, -0.617], [-3.469, 1.326, -1.046], [0.170, 0.585, -5.370], [-1.236, -3.978, -1.738], [2.419, -2.968, -3.391], [-3.048, -4.999, -3.493], [3.765, -2.029, 2.816], [1.771, 0.697, -4.573], [-3.163, -2.404, -2.526], [5.522, 2.070, 2.864], [-4.507, -0.854, 2.377], [-1.415, -5.941, -0.652], [-3.682, 4.091, -4.264], [-3.667, 3.595, 1.893], [6.614, -2.661, -3.285], [3.095, 2.271, 1.795], [4.220, 2.420, -1.254], [-2.007, -4.159, 2.108], [-3.908, 3.411, -2.031], [4.575, 1.853, 3.387], [2.354, -3.505, -5.102], [-0.160, -3.722, -1.880], [4.185, -2.455, -4.432], [0.582, -3.380, 4.968], [2.719, 0.777, -5.687], [-2.926, -5.780, -2.193], [1.292, 6.920, -0.977], [-1.528, -5.532, -1.680], [1.266, 2.935, -0.714], [-0.220, -3.150, 2.127], [-2.859, 4.679, 2.948], [6.407, -1.656, 1.667], [-0.936, -4.499, 2.156], [-2.469, 1.831, 6.864], [-0.271, 5.305, -1.662], [5.677, -5.087, -3.449], [-4.277, 0.754, 7.341], [-1.844, 2.775, 4.992], [6.830, 0.083, -1.919], [-5.125, 1.480, -1.801], [7.297, 1.470, 0.242], [-5.353, 3.984, -3.917], [2.971, -3.391, -4.199], [1.564, 2.370, -3.850], [0.009, 3.869, -4.456], [4.956, 1.188, -2.257], [1.083, 4.510, -2.484], [-1.834, -5.794, 4.389], [-0.267, 2.078, -5.540], [-5.477, 1.697, -4.577], [0.122, 2.813, -4.226], [-4.050, -4.835, -3.864], [-5.542, -1.099, 2.197], [-3.673, 1.189, -3.335], [1.935, -0.205, -3.457], [0.259, 2.525, -6.373], [0.143, 3.533, 1.517], [4.770, -4.942, -1.998], [-5.599, -3.454, 0.790], [-1.030, 0.533, 4.893], [3.305, 1.559, 2.627], [1.620, 5.873, -0.819], [4.281, 3.195, 4.242], [0.799, 2.148, 3.477], [-7.251, -0.982, 0.910], [-4.263, -0.883, 5.101], [5.667, 2.874, -0.327], [-4.465, 2.028, -4.324], [-0.520, -2.549, 1.281], [-5.976, -2.099, -1.188], [-2.260, -3.347, -3.149], [5.955, 3.906, -0.538], [3.838, -5.298, -4.775], [-3.522, 2.151, 5.111], [-4.919, -3.006, 3.117], [-2.590, 2.333, 1.389], [6.059, 0.601, -1.284], [4.833, 1.027, 4.081], [-0.444, 3.043, -0.916], [-2.866, -0.006, 8.139], [6.757, 1.819, -0.652], [-5.697, -2.669, 2.455], [-2.157, -1.586, 6.210], [-3.788, 0.112, -3.372], [0.172, 4.230, 0.726], [-1.080, -3.398, 5.493], [5.301, 1.633, -3.193], [-0.229, -1.547, 3.571], [-2.491, 1.951, 5.368], [0.686, 0.034, 1.247], [3.059, 2.644, 6.039], [2.446, 2.974, -4.162], [2.610, 4.968, 1.533], [-0.720, -5.223, 1.417], [-5.193, 2.992, 2.632], [7.541, 2.229, -1.292], [4.852, -2.366, 1.412], [4.861, -4.093, 1.161], [2.948, 2.989, 5.012], [-2.571, 1.297, -3.480], [0.437, 3.619, -0.649], [0.891, -3.185, 2.136], [-6.743, -2.810, 2.845], [-1.807, -2.264, 3.251], [1.670, 2.215, -2.747], [-0.752, -5.988, -2.288], [-3.956, 4.166, 0.973], [-6.182, -0.568, 2.891], [-0.674, -5.141, 3.831], [-4.561, -1.690, -0.272], [4.407, -1.857, 0.575], [4.187, 0.415, -2.477], [5.414, 2.694, 0.694], [-4.414, 3.464, -3.802], [2.285, 3.913, 5.010], [-4.320, -4.090, 0.560], [-2.482, 3.753, -2.020], [4.804, -2.628, -5.310], [-4.058, 1.662, -1.905], [-2.119, 0.660, 4.833], [-3.974, 1.998, -5.304], [0.443, 0.129, -6.366], [3.564, -4.738, -3.820], [-1.434, 1.847, 7.265], [1.412, 5.493, 0.969], [-0.433, -3.427, 4.585], [3.913, -1.408, -4.419], [-0.769, 4.746, 0.642], [-1.469, -2.933, -4.295], [-1.301, 2.153, -5.766], [0.796, 6.642, 1.560], [-3.660, -5.442, -1.448], [-4.825, 4.133, -1.211], [4.861, -4.575, -3.001], [0.704, -0.351, -0.461], [-0.435, -0.024, -4.736], [3.775, 3.544, -2.052], [2.080, 1.703, 4.022], [4.190, 4.058, 3.565], [1.593, -1.803, -0.750], [0.694, 4.847, -1.540], [-2.416, 0.472, 3.814]], "lowdin_charge": [0.695, 0.682, -0.348, -0.245, 0.078, 0.006, -0.323, 0.132, 0.061, -0.365, 0.086, -0.180, 0.106, 0.593, -0.216, -0.235, -0.031, 0.109, -0.340, 0.115, 0.091, -0.329, 0.118, 0.068, 0.050, -0.197, -0.211, 0.065, -0.201, 0.547, 0.684, -0.378, 0.101, 0.086, 0.113, 0.088, -1.555, -0.334, 0.083, 0.659, 0.107, 0.667, -0.218, 0.128, 0.065, -0.202, 0.099, -0.337, -0.224, 0.106, -0.205, 0.065, -0.261, 0.620, 0.593, -0.221, -0.203, 0.102, 0.091, 0.090, 0.116, 0.130, 0.111, 0.110, 0.098, -0.211, -0.204, 0.113, -0.211, 0.075, -0.332, -0.183, 0.120, -0.196, 0.098, -0.199, -0.210, -0.358, 0.114, 0.048, 0.083, 0.683, 0.109, -0.260, -0.170, -0.187, -0.394, 0.126, -0.328, -0.188, -0.202, 0.051, 0.132, 0.671, 0.117, 0.135, 0.097, 0.083, 0.624, -0.196, 0.115, 0.080, 0.110, -0.193, -0.173, -0.316, 0.100, -0.242, 0.085, 0.120, 0.087, -0.285, 0.674, 0.096, 0.113, -0.316, 0.073, 0.533, 0.114, -1.556, 0.576, -0.202, 0.103, -0.218, 0.104, 0.119, 0.116, 0.068, 0.107, 0.007, 0.101, 0.688, 0.054, -0.042, 0.088, 0.068, -0.193, 0.122, -0.344, -0.336, 0.115, -0.237, -0.269, 0.108, 0.124, -0.209, 0.131, 0.662, -0.169, 0.065, 0.082, -0.352, 0.086, -0.324, 0.105, -0.314, -0.224, -1.471, 0.079, -0.320, 0.665, 0.098, 0.675, -0.196, 0.079]}

(2)
{"formula": "C9H11ClN3P", "method": "ωB97M-V/def2-TZVPD", "e_tot_ev": -35789.56422, "homo_lumo_gap_ev": [5.940, 5.939], "smiles": "C[C@H]1C[P@@](Cl)(=Nc2ccccc2)N=N1", "spin_multiplicity": 1, "e_above_lowest_kj_mol": 76.97, "largest_force_ev_per_a": 5.39, "e_homo_ev": [-6.865, -6.864], "total_charge": 0, "symbols": ["C", "C", "H", "Cl", "H", "H", "C", "C", "H", "H", "N", "H", "H", "N", "C", "N", "C", "C", "C", "H", "H", "C", "H", "P", "H"], "coordinates": [[0.021, -2.836, -1.495], [0.495, -1.652, -0.852], [-1.038, -3.037, -1.468], [1.222, -0.006, 2.471], [-2.183, 4.616, 0.754], [-3.332, 3.485, 1.488], [-1.461, 1.346, 1.752], [-1.271, 2.870, 1.612], [-2.301, 0.974, 1.166], [0.522, -4.589, -2.567], [-0.462, -0.967, -0.289], [3.788, -2.016, -1.584], [-2.590, 3.112, -0.078], [0.729, 2.224, 0.644], [1.874, -1.383, -0.907], [-0.036, 3.154, 0.915], [2.735, -2.248, -1.542], [0.902, -3.689, -2.105], [-2.424, 3.565, 0.896], [2.216, -0.460, -0.451], [2.947, -4.091, -2.624], [2.264, -3.414, -2.134], [-1.567, 1.015, 2.784], [0.088, 0.683, 1.018], [-1.140, 3.343, 2.595]], "lowdin_charge": [-0.064, -0.501, 0.098, 0.369, 0.079, 0.084, -0.262, -0.448, 0.087, 0.099, -0.009, 0.099, 0.085, -0.156, -0.094, -0.010, -0.114, -0.116, -0.057, 0.069, 0.088, -0.128, 0.083, 0.573, 0.149]}

(3)
{"formula": "C25H33BF16O9S", "method": "ωB97M-V/def2-TZVPD", "e_tot_ev": -99878.28291, "homo_lumo_gap_ev": 4.905, "spin_multiplicity": 1, "largest_force_ev_per_a": 5.47, "e_homo_ev": -1.592, "total_charge": -2, "symbols": ["C", "O", "F", "C", "O", "H", "H", "C", "F", "H", "B", "F", "C", "C", "H", "C", "F", "H", "F", "F", "C", "O", "C", "C", "H", "H", "O", "F", "C", "H", "H", "H", "C", "F", "C", "H", "C", "H", "H", "H", "H", "H", "F", "H", "O", "C", "C", "H", "H", "O", "O", "C", "C", "H", "H", "H", "F", "H", "H", "H", "C", "F", "C", "H", "O", "F", "H", "O", "C", "F", "S", "C", "H", "F", "H", "H", "H", "C", "F", "C", "C", "F", "H", "H", "C"], "coordinates": [[3.509, -2.101, 0.340], [0.760, -2.874, 2.232], [-7.320, 2.649, -0.866], [4.909, 2.359, -2.653], [1.085, -0.753, 3.001], [4.342, -2.172, -0.441], [3.697, -4.634, 1.293], [2.742, -0.694, 0.372], [5.712, 0.579, -4.023], [-1.325, 1.365, -1.568], [-0.926, 0.390, 0.472], [5.521, 2.555, -4.899], [4.186, -2.479, 1.778], [-3.494, -4.130, 2.287], [-5.323, -3.744, 1.068], [-6.507, 1.636, -0.500], [-7.278, 1.347, 1.744], [7.801, 2.330, -4.514], [6.218, -0.471, -1.644], [7.320, -0.395, 0.220], [-6.176, 1.622, 0.994], [-6.334, 3.884, 2.188], [-3.561, -2.689, 0.010], [-4.346, -3.202, 1.295], [-4.054, -4.478, 3.216], [5.322, -2.309, 1.726], [-2.582, -3.413, -0.715], [-6.455, 4.774, 0.129], [0.266, -1.357, -0.714], [7.537, 3.123, -2.998], [3.678, -1.784, 2.539], [1.300, 0.122, -2.156], [5.869, 1.896, -3.752], [-5.318, 0.595, 1.207], [1.163, -0.863, 0.529], [-4.809, 3.343, 0.837], [0.975, -1.534, 1.982], [-4.851, 2.544, 2.371], [3.031, -0.111, -0.580], [8.033, -1.226, -1.442], [-5.595, 1.696, -1.101], [2.941, -4.045, 2.949], [5.171, 1.823, -1.450], [-2.546, -3.577, 2.647], [-1.868, 4.078, -0.179], [-1.285, -3.447, -0.034], [-1.111, 3.063, -0.030], [-0.062, 3.178, 0.445], [-0.178, -3.107, -2.038], [8.174, 1.120, -2.964], [-3.881, -1.547, -0.423], [-1.596, 1.586, -0.466], [7.371, 2.176, -3.520], [-1.085, -4.552, 0.236], [-4.633, -2.259, 1.896], [-3.100, -5.013, 1.656], [-9.109, 5.404, 0.412], [3.118, -0.059, 1.260], [-2.748, 1.505, -0.407], [4.926, 3.449, -2.553], [-5.495, 2.889, 1.557], [-8.877, 3.337, 1.032], [7.454, -0.353, -1.126], [2.756, -2.934, 0.136], [0.530, 0.448, 0.728], [7.622, 2.045, -0.990], [-1.416, -2.871, 0.956], [-1.018, -0.782, -0.423], [-0.060, -2.919, -0.903], [9.445, 0.910, -1.167], [-2.076, 0.402, 2.007], [8.150, 0.945, -1.561], [1.627, -1.668, -2.500], [-6.729, 6.034, 1.857], [-1.310, 0.443, 3.167], [4.733, -4.416, 2.813], [0.854, -3.560, -0.601], [0.810, -0.925, -2.178], [3.640, 1.997, -2.958], [-7.005, 4.804, 1.356], [-8.527, 4.600, 1.340], [-7.154, 0.493, -0.851], [-8.958, 4.836, 2.318], [-0.048, -0.935, -2.941], [3.830, -3.994, 2.233]], "lowdin_charge": [-0.185, -0.175, 0.075, -0.305, -0.094, 0.086, 0.063, -0.103, 0.128, 0.112, -1.185, 0.095, -0.232, -0.125, 0.107, -0.286, 0.105, 0.143, 0.099, 0.101, -0.437, 0.027, -0.375, -0.142, 0.064, 0.084, -0.077, 0.138, -0.355, 0.141, 0.100, 0.079, -0.433, 0.090, -0.243, 0.143, -0.490, 0.143, 0.097, 0.174, 0.177, 0.065, 0.100, 0.088, -0.108, -0.167, -0.201, 0.130, 0.114, 0.026, 0.043, -0.114, -0.046, 0.122, 0.116, 0.075, 0.081, 0.129, 0.081, 0.173, -0.022, 0.094, -0.282, 0.084, -0.039, 0.135, 0.115, -0.066, -0.078, 0.132, 0.708, -0.502, 0.080, 0.129, -0.147, 0.048, 0.108, -0.040, 0.102, -0.513, -0.282, 0.083, 0.169, 0.091, -0.144]}

(4)
{"formula": "C3H4BrNO2", "method": "ωB97M-V/def2-TZVPD", "e_tot_ev": -78799.70716, "homo_lumo_gap_ev": [8.330, 8.328], "smiles": "CC(=O)/[N+]([O-])=C\\Br", "spin_multiplicity": 1, "e_above_lowest_kj_mol": 290.94, "largest_force_ev_per_a": 5.26, "e_homo_ev": [-8.612, -8.611], "total_charge": 0, "symbols": ["C", "H", "Br", "O", "C", "H", "H", "O", "H", "N", "C"], "coordinates": [[0.042, 1.128, 1.283], [0.218, 2.108, 1.477], [-1.352, -0.830, -2.566], [1.008, -1.293, 0.479], [-0.192, -1.591, -1.424], [0.072, -2.623, -1.092], [0.868, 0.611, 1.804], [-0.101, 1.599, -1.112], [-0.845, 0.874, 1.804], [0.303, -0.787, -0.432], [-0.021, 0.804, -0.221]], "lowdin_charge": [0.014, 0.045, 0.819, -0.106, -0.586, 0.109, 0.094, 0.101, 0.081, -0.276, -0.296]}

(5)
{"formula": "C20H27N6O3", "method": "ωB97M-V/def2-TZVPD", "e_tot_ev": -36253.23039, "homo_lumo_gap_ev": 9.386, "smiles": "CCCC[C@@H](c1nnnn1Cc1ccco1)[NH+]1CCN(C(=O)c2ccco2)CC1", "spin_multiplicity": 1, "largest_force_ev_per_a": 1.58, "e_homo_ev": -11.641, "total_charge": 1, "symbols": ["H", "C", "C", "H", "H", "O", "H", "H", "C", "C", "C", "C", "C", "C", "H", "N", "H", "C", "H", "N", "H", "H", "H", "C", "C", "H", "C", "N", "H", "H", "H", "H", "H", "H", "H", "C", "H", "C", "N", "N", "H", "H", "C", "H", "O", "N", "C", "O", "C", "H", "H", "C", "H", "C", "H", "C"], "coordinates": [[0.942, -2.263, -4.414], [0.172, -2.798, -3.848], [0.235, 2.661, 3.869], [0.495, 2.455, -0.250], [-2.351, 2.896, 5.686], [2.218, 2.395, 2.674], [0.465, -1.698, 0.734], [2.480, -0.734, 0.138], [0.415, 2.641, -1.324], [0.596, 0.157, -2.038], [-0.399, 3.914, -1.527], [-1.454, 3.134, 5.149], [1.987, -0.190, 2.170], [-1.550, -1.051, -4.725], [-3.527, -0.023, -4.752], [1.400, -4.205, -0.927], [-0.451, 4.170, -2.582], [1.191, 1.887, 3.087], [-1.228, 1.280, -1.671], [1.133, -4.221, -2.154], [-0.336, -1.076, 3.001], [1.425, 2.800, -1.707], [2.007, -1.222, 2.533], [-0.667, -0.007, 1.142], [0.075, -0.919, -1.077], [-0.712, 1.027, 0.794], [0.347, 3.994, 4.194], [0.953, 0.538, 2.871], [-1.627, -0.492, 0.959], [-1.009, -0.606, -5.535], [0.061, 4.742, -0.997], [-1.414, 3.788, -1.155], [-0.984, 5.241, 5.465], [2.945, 0.288, 2.382], [1.130, 4.651, 3.875], [-2.873, -0.747, -4.316], [-0.346, 1.764, -3.099], [-0.751, 4.296, 5.022], [0.617, -3.035, -2.497], [0.388, -0.715, 0.384], [-1.020, -0.950, -1.165], [0.058, -3.795, -4.291], [-0.223, 1.461, -2.059], [0.541, -0.284, -3.034], [-2.078, -2.353, -2.996], [1.080, -3.037, -0.392], [-3.138, -1.566, -3.266], [-0.876, 2.143, 4.458], [0.594, -2.291, -1.369], [-4.007, -1.691, -2.652], [1.768, 0.894, 0.335], [1.730, -0.144, 0.664], [-1.111, 0.503, 3.193], [-0.344, -0.040, 2.644], [1.647, 0.372, -1.849], [-1.113, -2.038, -3.893]], "lowdin_charge": [0.146, -0.032, -0.180, 0.080, 0.132, 0.092, 0.145, 0.145, -0.267, -0.110, -0.095, -0.080, -0.100, -0.013, 0.111, 0.004, 0.079, -0.381, 0.115, 0.076, 0.144, 0.121, 0.143, -0.056, -0.160, 0.132, 0.031, -0.043, 0.147, 0.122, 0.078, 0.077, 0.112, 0.141, 0.127, -0.037, 0.119, -0.027, -0.033, -0.059, 0.152, 0.147, -0.188, 0.101, 0.036, 0.068, -0.098, 0.026, -0.221, 0.128, 0.121, -0.073, 0.126, -0.102, 0.122, -0.288]}

(6)
{"formula": "C3HF2O2S", "method": "ωB97M-V/def2-TZVPD", "e_tot_ev": -23487.95402, "homo_lumo_gap_ev": [6.172, 8.464], "s2": 2.0329, "spin_multiplicity": 3, "e_above_lowest_kj_mol": 15.99, "largest_force_ev_per_a": 3.15, "e_homo_ev": [-2.429, -6.323], "total_charge": -1, "symbols": ["F", "C", "O", "O", "C", "C", "H", "S", "F"], "coordinates": [[-3.681, 0.247, -2.422], [-0.293, 0.123, -0.384], [-0.575, -3.201, -1.751], [-3.717, -2.361, -1.714], [-0.219, -1.086, -0.670], [-0.886, -2.141, -1.302], [-0.209, 1.159, -0.309], [-2.922, -1.222, -1.331], [-3.079, -1.570, 0.448]], "lowdin_charge": [-0.578, 0.048, 0.026, -0.427, -0.195, -0.490, -0.005, 1.069, -0.447]}